## i
DFT (ωB97M-V with the def2-TZVPD basis set) results for an isolated ion of composition C2H3N2O2S and charge -1.

Kohn-Sham gap, eV: 7.39
SMILES string: C=[N+]([O-])NC([O-])=S
E_HOMO, eV: -3.71
Charge: -1

Atoms and positions in Å:
H 0.989 1.606 0.789
H -0.181 -1.828 0.519
O -2.600 -1.154 0.213
S -1.815 1.348 -0.277
O 1.628 -1.049 -0.911
N -0.138 -0.811 0.525
C -1.797 -0.267 0.118
C 1.181 0.958 -0.056
N 0.935 -0.324 -0.143
H 1.798 1.521 -0.776

## ii
DFT (ωB97M-V with the def2-TZVPD basis set) results for a 2-piece molecular cluster, C2H3N2O2S overall.

Kohn-Sham gap (alpha / beta), eV: 6.15 / 6.91
E_HOMO (alpha / beta), eV: -2.28 / -3.00
Charge: -1

Atoms and positions in Å:
H 0.247 1.298 0.837
O -0.416 1.912 -0.821
C 0.109 -0.728 0.645
H -0.973 -0.673 0.931
O -2.514 0.670 -1.008
N 1.285 -2.434 -0.907
S -1.131 0.709 -1.385
H 1.809 0.480 0.883
C 0.741 -1.634 -0.218
N 0.843 0.401 1.044

Energetically preferred structure: ii | next structure: +0.0470 hartree

## i
DFT (ωB97M-V with the def2-TZVPD basis set) results for one molecule with the formula C4H4OS.

Kohn-Sham gap, eV: 8.60
SMILES string: CC(=O)C=C=S
E_HOMO, eV: -9.04
Charge: 0

Atoms and positions in Å:
H 0.123 -1.162 -1.056
C 0.726 -0.497 -0.588
H -2.077 0.497 -0.227
C -1.341 0.074 0.445
O 0.315 1.712 0.278
H -1.727 0.497 1.324
C 1.970 -0.432 -0.639
H -1.433 -0.987 0.428
C 0.012 0.585 0.130
S 3.432 -0.288 -0.094

## ii
DFT (ωB97M-V with the def2-TZVPD basis set) results for one molecule with the formula C4H4OS.

Kohn-Sham gap, eV: 8.28
SMILES string: C=C1OC=CS1
E_HOMO, eV: -7.89
Charge: 0

Atoms and positions in Å:
C -0.770 1.366 -0.051
H 1.391 -2.337 -0.332
H 2.495 -0.958 0.259
H -0.654 2.497 -0.035
S -1.611 -1.088 0.037
C -1.891 0.634 -0.042
C 0.457 -0.510 -0.094
H -2.963 0.790 -0.173
C 1.482 -1.338 -0.039
O 0.433 0.796 0.051

## iii
DFT (ωB97M-V with the def2-TZVPD basis set) results for one molecule with the formula C4H4OS.

Kohn-Sham gap, eV: 9.29
SMILES string: C#CCOC=S
E_HOMO, eV: -8.80
Charge: 0

Atoms and positions in Å:
S -2.098 1.033 0.521
H 0.913 -2.137 -1.023
H 3.731 1.067 -0.751
O -0.330 -0.668 -0.468
H -0.433 -0.344 1.480
C 2.063 -0.390 -0.488
H 0.978 -1.809 0.712
C -0.844 0.016 0.507
C 2.971 0.361 -0.596
C 0.979 -1.313 -0.258

Energetically preferred structure: i | next structure: +0.0225 hartree

## i
DFT (ωB97M-V with the def2-TZVPD basis set) results for a 2-piece molecular cluster, C2H8N5 overall.

Kohn-Sham gap, eV: 11.47
E_HOMO, eV: -14.66
Charge: +1

Atoms and positions in Å:
N 2.457 -1.819 -1.068
H -1.892 -0.300 2.004
C -1.873 2.348 0.386
H 2.806 -2.801 -1.272
H 1.463 -1.671 -0.568
N -0.041 0.401 -0.475
N -1.334 -0.204 1.108
H -1.719 2.717 1.370
H 2.537 -1.254 -1.955
N 0.280 -0.813 -0.103
H 3.076 -1.273 -0.443
N -0.508 -1.244 0.801
C -1.018 0.831 0.377
H -2.954 2.162 0.015
H -1.280 2.922 -0.175

## ii
DFT (ωB97M-V with the def2-TZVPD basis set) results for an isolated ion of composition C2H8N5 and charge +1.

Kohn-Sham gap, eV: 8.74
SMILES string: C/N=N/C(N)=N/[NH3+]
E_HOMO, eV: -12.84
Charge: +1

Atoms and positions in Å:
N 1.214 -0.806 -0.003
N -1.793 -0.534 -0.328
H 1.794 1.901 -0.260
H 2.916 -0.984 1.121
H -3.827 0.009 -0.632
C 0.508 0.224 -0.172
H 3.115 0.164 -0.301
H 3.170 -1.544 -0.554
H -3.208 0.226 1.132
N 2.677 -0.817 0.094
H 0.075 2.090 -0.555
H -3.560 -1.227 0.466
N 0.867 1.510 -0.380
C -3.084 -0.306 0.214
N -0.864 0.095 0.158

Energetically preferred structure: i | next structure: +0.0764 hartree

## i
DFT (ωB97M-V with the def2-TZVPD basis set) results for one molecule with the formula C6H7ClS.

Kohn-Sham gap, eV: 8.92
SMILES string: ClC[C@@H]1[C@@H]2C=CS[C@@H]21
E_HOMO, eV: -8.19
Charge: 0

Atoms and positions in Å:
C 1.400 0.706 -0.517
C -0.872 0.249 0.509
S 1.267 -1.829 0.004
H -0.036 -1.151 2.050
C 0.524 0.691 0.707
H 1.886 1.772 -0.676
H -1.183 -0.464 -1.417
Cl -3.212 -0.952 -0.189
H -1.269 0.504 1.545
H 2.460 -0.669 -1.823
C 0.184 -0.793 0.901
C 1.917 -0.468 -0.984
H 1.002 1.119 1.602
H -2.204 1.089 -0.970
C -1.864 0.197 -0.741

## ii
DFT (ωB97M-V with the def2-TZVPD basis set) results for one molecule with the formula C6H7ClS.

Kohn-Sham gap, eV: 8.55
SMILES string: CC#C[C@H](C=S)CCl
E_HOMO, eV: -9.16
Charge: 0

Atoms and positions in Å:
H 3.407 -0.303 1.546
H -1.927 -0.693 -2.221
C -1.449 -0.820 -1.193
C 1.322 0.084 0.904
H -2.289 -0.703 -0.251
H 2.273 0.006 3.182
C -1.386 1.573 -0.676
H 2.076 -1.713 2.143
C 2.307 -0.521 1.975
C 0.518 0.085 0.023
C -0.509 0.403 -0.960
Cl -0.587 -2.396 -1.260
H -1.744 1.530 0.464
H -0.019 0.834 -1.965
S -1.993 2.634 -1.712

Energetically preferred structure: i | next structure: +0.0458 hartree

## i
DFT (ωB97M-V with the def2-TZVPD basis set) results for one molecule with the formula C22H31N3O4S.

Kohn-Sham gap, eV: 9.80
SMILES string: CCCCN(Cc1ccccc1)C(=O)C1CCN(S(=O)(=O)c2c(C)noc2C)CC1
E_HOMO, eV: -9.19
Charge: 0

Atoms and positions in Å:
H -1.517 -1.218 0.596
N -0.460 2.359 2.404
H -0.037 -4.098 -0.799
C -0.343 1.447 -2.117
C -0.097 -1.004 -1.633
C 2.289 -4.426 0.324
C -2.357 -0.032 -1.865
C 4.154 -2.442 -0.159
H -0.961 0.479 -0.290
H 1.320 4.170 -0.752
H 2.649 -1.544 -1.389
S -2.668 3.577 -0.649
H -0.416 -1.992 2.648
H 0.248 1.064 -2.951
H 3.800 -5.348 1.523
O 0.528 -1.099 -2.676
C 1.950 -3.351 -0.488
H -2.741 0.570 1.684
H -1.359 -2.972 0.618
C 2.119 -0.721 2.755
H 0.328 1.992 -1.452
H -1.751 2.049 -3.658
H -3.655 1.166 -0.586
C -0.937 0.250 -1.357
H -1.071 3.404 -2.746
H -2.745 1.439 3.217
C -2.756 1.561 2.137
N -0.131 -2.020 -0.743
H 1.563 -5.205 0.514
H 1.438 -0.514 0.734
H -0.133 5.195 -0.793
H -2.775 -0.917 -1.382
H 4.882 -1.668 -0.351
C -3.279 1.164 -1.610
H 2.676 0.212 2.765
O -3.949 3.471 -0.017
C -0.797 -2.033 0.542
H -2.298 -0.236 -2.935
H -4.146 1.110 -2.281
H 0.362 0.199 1.949
C 1.000 -0.657 1.724
C 4.481 -3.511 0.659
C 0.578 -3.245 -1.100
C 3.549 -4.507 0.893
C 0.170 -1.938 1.729
C -1.572 2.347 1.717
O 0.407 3.194 1.775
N -2.601 2.424 -1.822
H 1.085 5.388 0.497
C -1.433 2.380 -2.665
H 0.675 -3.240 -2.191
H 2.806 -1.532 2.522
C -0.175 3.707 0.685
H 0.843 -2.796 1.712
C 0.570 4.678 -0.146
H -3.658 2.080 1.821
C 2.899 -2.365 -0.734
H 5.461 -3.570 1.109
C -1.442 3.192 0.578
O -2.278 4.819 -1.249
H 1.711 -0.885 3.750

## ii
DFT (ωB97M-V with the def2-TZVPD basis set) results for one molecule with the formula C22H31N3O4S.

Kohn-Sham gap, eV: 8.89
SMILES string: COC(=O)c1cc(S(=O)(=O)NCC2CCN(Cc3cc(C)ccc3C)CC2)cn1C
E_HOMO, eV: -8.36
Charge: 0

Atoms and positions in Å:
H 1.232 0.410 1.710
C 0.707 1.901 -1.810
H 1.018 2.900 -1.487
H -3.894 2.792 -4.559
N 0.074 -2.500 3.070
H -0.559 -0.745 -3.903
H 2.738 1.292 -2.207
O -0.040 -0.235 5.876
C -0.904 0.285 6.876
H -0.168 -0.649 -6.420
H -1.140 -3.802 2.020
C -1.219 0.423 -1.574
H -1.514 -3.662 3.755
C -1.756 0.741 -2.945
H -0.302 0.963 7.473
H -1.964 -2.359 2.662
H 4.520 0.250 1.725
C -1.296 0.034 -4.046
C 3.372 -0.224 0.037
H -1.717 -1.481 -6.513
N -0.466 1.548 -1.035
H -1.029 1.130 0.917
H -3.850 1.888 -1.326
H 1.192 -3.408 1.508
H 3.028 -1.217 -0.265
C -0.595 -1.114 5.027
C 2.211 -1.958 2.827
C -3.232 2.527 -1.957
H 2.604 1.775 0.206
O 3.915 -2.869 1.106
H -1.741 0.816 6.417
H -1.300 -0.523 7.495
S 3.824 -1.853 2.117
H -0.624 -0.503 -1.629
C -2.693 1.301 -5.498
H -1.464 0.002 -7.434
H 4.225 0.042 -0.598
C 1.002 0.420 0.644
H -3.065 1.530 -6.487
C -3.160 2.012 -4.408
H 1.612 -0.052 -2.026
C 1.883 0.930 -1.634
C 0.379 -1.589 4.050
C -1.206 -3.117 2.862
H 0.418 1.958 -2.862
H 0.685 -0.586 0.360
H -2.055 0.241 -0.892
O -1.757 -1.451 5.085
C 1.713 -1.237 3.914
N 3.767 -0.342 1.421
H 2.257 -0.552 4.530
C 2.248 0.803 -0.154
C -2.706 1.750 -3.124
H -3.837 3.364 -2.294
H 0.177 2.409 0.718
O 4.811 -1.795 3.153
H -2.406 2.894 -1.352
C 1.174 -2.723 2.332
C -0.130 1.418 0.368
C -1.243 -0.499 -6.495
C -1.752 0.297 -5.331

Energetically preferred structure: ii | next structure: +0.0304 hartree